(1)
The following is a DFT calculation (the ωB97M-V functional and the def2-TZVPD basis) of a 2-piece molecular cluster, C6H13N2S overall.

Summary:
Frontier orbital gap in eV: 9.0

The geometry in ORCA input format:
```
! RIJCOSX wB97M-V def2-TZVPD def2/J DEFGRID3
* xyz 1 1
C -0.48 3.02 -0.38
C -0.94 0.56 -0.38
C 4.39 -0.88 0.19
C -3.68 -1.12 0.60
C 3.18 -0.29 -0.49
C -2.69 -1.62 -0.45
N -0.80 1.68 -0.15
N 1.96 -0.42 -0.18
S -0.97 -1.09 -0.24
H -0.99 3.69 0.33
H -0.78 3.43 -1.37
H 4.15 -1.79 0.65
H 5.37 -1.08 -0.53
H 4.81 -0.31 0.99
H -3.84 -1.76 1.42
H -3.25 -0.17 0.96
H -4.61 -0.97 0.13
H 3.49 0.44 -1.18
H 0.61 3.14 -0.24
H -2.91 -1.47 -1.58
H -2.52 -2.64 -0.33
H 1.69 -1.27 0.48
*
```


(2)
The following is a DFT calculation (the ωB97M-V functional and the def2-TZVPD basis) of a 2-piece molecular cluster, C6H13N2S overall.

Summary:
Frontier orbital gap in eV: 10.0

The geometry in ORCA input format:
```
! RIJCOSX wB97M-V def2-TZVPD def2/J DEFGRID3
* xyz 1 1
C 1.45 -0.53 -2.68
C 0.64 -0.48 -3.56
C -1.06 1.54 1.09
C -0.41 1.82 -0.27
C -0.84 0.02 0.77
C 0.35 -0.76 1.24
N 0.48 -0.84 2.60
N -0.64 0.35 -0.73
S 0.09 -2.47 0.23
H 2.36 -0.62 -2.18
H -0.13 -0.45 -4.38
H -0.51 2.02 2.05
H -2.18 1.82 1.09
H -0.79 2.47 -1.03
H 0.69 1.96 -0.14
H -1.74 -0.56 1.04
H 1.31 -0.38 0.70
H 1.10 -1.46 3.10
H -0.42 -0.74 3.09
H -1.32 0.40 -1.39
H 0.17 -0.23 -1.12
H 1.40 -2.88 0.47
*
```


What is the stability order? It is (1), (2), from most stable to least stable.


(1)
The following is a DFT calculation (the ωB97M-V functional and the def2-TZVPD basis) of an isolated ion of composition C4H8N2 and charge +2.

Summary:
SMILES string: CC1=[N+]=C1C[NH3+]
Frontier orbital gap in eV: 11.6

The geometry in ORCA input format:
```
! RIJCOSX wB97M-V def2-TZVPD def2/J DEFGRID3
* xyz 2 1
C 0.12 -2.93 0.36
C 0.20 -1.56 0.51
N 0.98 -0.68 1.27
C 0.02 -0.22 0.43
C -0.57 1.16 -0.22
N 0.26 2.29 0.21
H -0.82 -3.37 -0.03
H 0.34 -3.20 1.39
H 1.04 -3.47 -0.01
H -1.66 1.31 -0.27
H -0.25 1.13 -1.30
H 0.30 3.06 -0.45
H 1.25 1.94 0.33
H -0.13 2.74 1.05
*
```


(2)
The following is a DFT calculation (the ωB97M-V functional and the def2-TZVPD basis) of a 2-piece molecular cluster, C4H8N2 overall.

Summary:
Frontier orbital gap in eV: 11.4

The geometry in ORCA input format:
```
! RIJCOSX wB97M-V def2-TZVPD def2/J DEFGRID3
* xyz 2 1
C 0.73 -0.04 -0.74
C 1.73 -0.02 -0.03
C -2.20 0.99 0.67
C -2.45 -0.72 -1.04
N -2.28 0.15 -0.21
N 2.85 -0.01 0.77
H -2.93 0.98 1.46
H -1.30 1.58 0.61
H -2.23 -1.85 -0.94
H -2.89 -0.34 -2.01
H 0.06 -0.17 -1.57
H 2.74 -0.19 1.76
H 3.29 0.88 0.56
H 3.48 -0.80 0.61
*
```


What is the stability order? It is (1), (2), from most stable to least stable.


(1)
The following is a DFT calculation (the ωB97M-V functional and the def2-TZVPD basis) of C15H11BCo2O6 as an isolated structure.

Summary:
Frontier orbital gap in eV: 7.0

The geometry in ORCA input format:
```
! RIJCOSX wB97M-V def2-TZVPD def2/J DEFGRID3
* xyz 0 1
O -0.96 1.24 11.52
C -0.95 1.10 10.36
Co -1.05 1.19 8.61
C -2.58 1.92 8.42
O -3.63 2.43 8.29
C 0.02 2.50 8.18
O 0.63 3.44 7.94
C -1.49 -0.59 7.94
C -2.84 -1.24 8.10
C -3.34 -1.24 9.42
C -4.60 -1.73 9.72
C -5.39 -2.26 8.71
C -4.89 -2.31 7.41
C -3.63 -1.80 7.08
C -0.68 -0.21 6.85
C -0.95 -0.56 5.42
Co 0.33 -0.90 8.16
C 0.37 -1.25 9.93
O 0.50 -1.53 11.05
C 1.59 0.23 7.91
O 2.54 0.91 7.78
C 1.04 -2.43 7.59
O 1.59 -3.41 7.37
H -2.69 -0.83 10.20
H -4.94 -1.69 10.75
H -6.39 -2.65 8.93
H -5.50 -2.75 6.62
H -3.24 -1.89 6.06
H 0.00 -0.75 4.87
H -1.71 0.10 4.96
H -1.38 -1.52 5.67
B 0.18 -0.14 1.20
H 0.43 -1.27 1.59
H -1.03 -0.11 1.29
H 0.62 0.56 2.07
*
```


(2)
The following is a DFT calculation (the ωB97M-V functional and the def2-TZVPD basis) of C15H11BCo2O6 as an isolated structure.

Summary:
Frontier orbital gap in eV: 7.0

The geometry in ORCA input format:
```
! RIJCOSX wB97M-V def2-TZVPD def2/J DEFGRID3
* xyz 0 1
O 0.18 7.02 6.08
C -0.87 6.54 6.02
Co -2.45 5.81 5.86
C -2.23 4.47 6.97
O -2.04 3.62 7.73
C -3.43 6.96 6.75
O -3.98 7.71 7.44
C -2.61 6.10 3.88
C -2.19 7.39 3.32
C -2.66 8.57 3.90
C -2.22 9.80 3.44
C -1.35 9.88 2.36
C -0.95 8.71 1.72
C -1.40 7.46 2.15
C -2.73 4.95 3.17
C -2.03 3.94 2.46
Co -4.18 5.22 4.07
C -5.19 6.45 4.74
O -6.00 7.17 5.12
C -4.40 4.01 5.39
O -4.83 3.19 6.09
C -5.34 4.64 2.86
O -6.20 4.33 2.16
H -3.38 8.49 4.74
H -2.57 10.69 3.96
H -1.00 10.84 2.03
H -0.27 8.76 0.87
H -1.12 6.54 1.61
H -2.58 3.58 1.60
H -1.07 4.12 1.99
H -1.79 3.18 3.10
B -0.77 1.10 1.50
H -1.89 1.31 0.90
H 0.10 2.02 1.33
H -0.90 0.71 2.72
*
```


What is the stability order? It is (2), (1), from most stable to least stable.